1.
25
Properties=species:S:1:pos:R:3 method="wB97M-V/def2-TZVPD" energy_ev=-35007.205 gap_ev="10.99 / 3.21" spin_multiplicity=2 homo_ha="-0.63455 / -0.62765" charge=+2
K -27.2636 7.3417 -1.6614
C -31.7992 6.6530 -2.5453
O -31.4699 6.1455 -3.7895
C -30.1784 6.1571 -4.1772
O -29.2107 6.3165 -3.4512
O -30.1404 5.9006 -5.5236
C -31.2450 5.8760 -6.4543
H -31.7331 5.8759 -1.7838
H -32.8804 6.7889 -2.5708
H -31.4181 7.6180 -2.2112
H -30.8979 5.5422 -7.4322
H -31.5795 6.9043 -6.5912
H -32.0845 5.2858 -6.0868
C -29.1043 9.6565 0.5940
O -30.0522 8.8522 1.3428
C -30.4198 7.6838 0.7956
O -29.7586 7.0407 -0.1124
O -31.5784 7.2650 1.4076
C -32.0846 5.9973 1.1111
H -29.2942 10.6590 0.9775
H -29.1787 9.6119 -0.4925
H -28.1182 9.2970 0.8880
H -31.3636 5.2250 1.3791
H -32.2393 5.9755 0.0323
H -33.0317 5.7987 1.6128

---

2.
34
Properties=species:S:1:pos:R:3 method="wB97M-V/def2-TZVPD" energy_ev=-17092.722 e_above_lowest_kj_mol=864.1 gap_ev=8.35 spin_multiplicity=1 homo_ha=-0.42629 charge=+1
C -4.0396 -0.9679 1.1751
C -3.9516 -1.4041 -0.2396
C -2.5058 0.0694 -0.8075
C 3.2989 1.5634 0.1754
C -1.4926 -0.3021 -1.7100
C 2.6097 0.5436 1.0944
C -0.1897 -0.8655 -1.1191
C 1.8149 -0.4296 0.3638
C 0.6116 0.1622 -0.3656
N -4.1755 0.2336 1.5530
N -3.9583 1.2602 0.7175
N -2.8704 1.0799 -0.1324
N -2.1269 2.2512 -0.0960
N -2.9916 -2.4541 -0.3630
H -4.0042 -1.5136 2.1145
H 2.5982 2.1884 -0.3682
H 4.1399 1.2510 -0.4369
H 3.7513 2.2072 1.0103
H -1.8968 -1.0488 -2.4081
H -1.1990 0.6276 -2.3568
H 3.4267 0.1475 1.7352
H 1.9153 1.0647 1.7747
H 0.3949 -1.4133 -1.8383
H -0.2693 -1.7028 -0.4177
H 1.4982 -1.2638 1.0310
H 2.5613 -0.8792 -0.4543
H -0.0930 0.6743 0.5402
H 0.8951 0.9335 -1.0112
H -3.9725 2.1407 1.1210
H -1.8122 2.4518 -1.0454
H -1.8121 2.6985 0.7419
H -2.2871 -2.4417 0.3547
H -2.4664 -2.3679 -1.2548
H -3.3173 -3.4503 -0.4202

---

3.
12
Properties=species:S:1:pos:R:3 method="wB97M-V/def2-TZVPD" energy_ev=-7208.246 e_above_lowest_kj_mol=86.7 gap_ev=11.96 spin_multiplicity=1 homo_ha=-0.57093 charge=+1
C -1.1831 0.0300 0.3326
C 0.4326 -0.0698 -0.1436
N 1.3953 -0.1622 0.6841
N 0.5562 -0.1438 -1.4084
O -1.4469 0.4095 1.6805
H -1.6610 0.7482 -0.3196
H -1.4664 -1.0791 0.1738
H 2.2490 -0.5213 0.2861
H 1.1807 -0.2297 1.6717
H -1.1416 -0.2520 2.3108
H 1.4372 -0.1285 -1.9088
H -0.2079 -0.1028 -2.0463

---

4.
45
Properties=species:S:1:pos:R:3 method="wB97M-V/def2-TZVPD" energy_ev=-50554.879 e_above_lowest_kj_mol=0.0 gap_ev=9.54 spin_multiplicity=1 homo_ha=-0.43361 charge=+1
C 3.1077 0.7714 -2.4249
N 2.1980 0.0761 -1.5531
C 0.8655 0.3202 -1.4042
C -0.0171 1.2095 -1.9977
C -1.3341 1.1702 -1.5860
C -1.7629 0.2687 -0.6061
C -0.9019 -0.6237 0.0027
C 0.4257 -0.5952 -0.4049
N 1.4782 -1.3471 0.0094
C 2.5100 -0.9339 -0.6812
C 3.8753 -1.5004 -0.5437
H 4.5944 -0.8575 -1.0487
H 3.8938 -2.4807 -1.0277
C 4.2601 -1.6778 0.9289
C 4.2610 -0.3508 1.7027
C 5.2351 0.6325 1.1039
O 5.0463 1.2606 0.0908
O 6.3554 0.7229 1.8092
H 6.9849 1.3456 1.4100
H 3.2604 0.0826 1.6677
H 4.5445 -0.5347 2.7377
H 3.5400 -2.3447 1.4021
H 5.2493 -2.1333 0.9855
H -1.2063 -1.3208 0.7646
N -3.1943 0.3025 -0.2583
C -3.4538 0.3619 1.2001
C -3.0208 1.7246 1.7176
H -3.3384 1.8664 2.7489
H -1.9430 1.8637 1.6370
Cl -3.7987 3.0106 0.7210
H -4.5231 0.2194 1.3644
H -2.9117 -0.4288 1.7166
C -3.9939 -0.7112 -1.0040
C -3.5744 -2.1548 -0.7873
H -4.1400 -2.7895 -1.4692
H -2.5082 -2.2964 -0.9600
Cl -3.9408 -2.7297 0.8726
H -3.8791 -0.4894 -2.0689
H -5.0426 -0.5853 -0.7273
H -3.5291 1.2361 -0.5737
H -2.0444 1.8543 -2.0261
H 0.2970 1.9133 -2.7514
H 3.5242 0.0879 -3.1664
H 2.5730 1.5662 -2.9388
H 3.9176 1.2096 -1.8388

---

5.
6
Properties=species:S:1:pos:R:3 method="wB97M-V/def2-TZVPD" energy_ev=-24794.687 e_above_lowest_kj_mol=193.2 gap_ev=6.61 spin_multiplicity=1 homo_ha=-0.11103 charge=-1
C -0.6038 -0.3434 -0.2368
C -1.4842 -0.1308 -1.0905
C -0.1215 -1.7046 1.1464
S -2.7580 -0.0548 -2.0884
S -1.0110 -3.0084 1.2540
H 0.1636 0.3503 0.2090

---

6.
9
Properties=species:S:1:pos:R:3 method="wB97M-V/def2-TZVPD" energy_ev=-23463.845 e_above_lowest_kj_mol=26.1 gap_ev=10.82 spin_multiplicity=1 homo_ha=-0.37202 charge=0
N 0.2441 -1.1988 -0.4860
N -0.0838 1.3568 -0.2746
Si -0.5983 -0.0770 0.4368
Cl -2.8816 -0.1952 0.0129
H 0.2510 -1.0870 -1.4660
H 0.2826 -2.1406 0.0527
H 0.9279 1.6814 -0.1036
H -0.6800 2.1595 -0.4013
H -0.7469 -0.5632 1.8955

---

7.
52
Properties=species:S:1:pos:R:3 method="wB97M-V/def2-TZVPD" energy_ev=-41120.917 e_above_lowest_kj_mol=43.4 gap_ev=8.79 spin_multiplicity=1 homo_ha=-0.30185 charge=0
C 3.6895 1.2411 2.4006
C 2.3841 1.3715 1.6825
C 1.2703 0.6460 2.0896
C 0.0574 0.7799 1.4363
C -0.0400 1.6495 0.3692
C 1.0532 2.3834 -0.0529
C 2.2614 2.2420 0.6037
H 3.1203 2.8074 0.2751
H 0.9377 3.0577 -0.8867
S -1.5475 1.8290 -0.5648
O -1.4637 1.0109 -1.7490
O -1.8187 3.2252 -0.7676
N -2.6996 1.1262 0.4320
H -2.7995 1.6916 1.2634
C -3.9869 0.8596 -0.1935
H -3.7754 0.5283 -1.2111
C -4.7788 -0.2046 0.5713
H -5.8313 -0.0893 0.3027
C -4.3754 -1.6557 0.2940
H -4.5323 -1.8748 -0.7638
C -2.9324 -2.0009 0.6779
H -2.6022 -1.3361 1.4762
C -1.9715 -1.8828 -0.5049
C -0.5184 -1.9471 -0.0641
O -0.1592 -2.5079 0.9502
N 0.3073 -1.3153 -0.9460
C 1.6853 -1.0935 -0.8618
C 2.4577 -1.6505 0.1526
C 3.8161 -1.4033 0.2169
C 4.4192 -0.5910 -0.7248
C 3.6543 -0.0456 -1.7413
C 2.2930 -0.2875 -1.8374
C 1.5125 0.2809 -2.9866
H 1.1631 -0.5196 -3.6405
H 0.6429 0.8453 -2.6520
H 2.1430 0.9430 -3.5750
H 4.1277 0.5785 -2.4864
H 5.4797 -0.3907 -0.6791
H 4.4018 -1.8496 1.0067
H 1.9834 -2.2800 0.8857
H -0.1547 -0.7992 -1.6834
H -2.1354 -0.9482 -1.0351
H -2.1467 -2.7064 -1.2031
H -2.8808 -3.0192 1.0660
H -5.0587 -2.2912 0.8619
H -4.6865 -0.0030 1.6408
H -4.5786 1.7823 -0.2600
H -0.7997 0.2049 1.7439
H 1.3506 -0.0409 2.9179
H 3.7178 0.3292 2.9899
H 4.5140 1.2314 1.6923
H 3.8305 2.0889 3.0714

---

8.
63
Properties=species:S:1:pos:R:3 method="wB97M-V/def2-TZVPD" energy_ev=-143391.248 e_above_lowest_kj_mol=0.0 gap_ev="6.26 / 6.75" spin_multiplicity=6 homo_ha="-0.13248 / -0.15064" charge=-1
Mn 0.2674 -0.4700 -1.4589
N -2.1243 -4.2833 -2.2592
C -1.6442 -3.0486 -1.8309
S -0.8804 -2.0677 -3.0318
N -1.7934 -2.8252 -0.5613
N -1.2324 -1.6310 -0.1297
C -1.5799 -1.3195 1.0636
C -1.1580 -0.1584 1.8175
C -1.5490 -0.0934 3.1622
C -1.2084 0.9660 3.9767
C -0.4719 2.0191 3.4182
C -0.0802 1.9924 2.1016
C -0.3804 0.8920 1.2528
O 0.0627 0.8756 0.0489
H -2.3440 -4.3091 -3.2414
H -2.8373 -4.6643 -1.6542
H -2.2652 -2.0024 1.5750
H -2.1408 -0.9121 3.5621
H -1.5190 0.9917 5.0129
H -0.2081 2.8730 4.0331
H 0.4851 2.8060 1.6628
C 1.4296 -4.2817 -1.2217
N 1.3867 -3.7082 0.1106
C 1.0672 -4.6259 1.1846
C 0.5357 -3.8689 2.3819
C 1.4927 -2.7530 2.7436
N 1.7862 -1.9391 1.5812
C 2.3388 -0.6214 1.8387
C 1.7149 -2.4073 0.3073
O 1.9579 -1.6569 -0.6599
H 0.4566 -4.7028 -1.4795
H 2.1829 -5.0766 -1.2553
H 1.6763 -3.5112 -1.9426
H 1.9511 -5.2228 1.4506
H 0.3051 -5.3127 0.8096
H 0.4045 -4.5425 3.2301
H -0.4371 -3.4514 2.1189
H 2.4205 -3.1598 3.1708
H 1.0456 -2.0983 3.4958
H 1.7210 -0.1091 2.5779
H 2.3413 -0.0404 0.9221
H 3.3622 -0.7013 2.2227
C -1.7618 6.0485 -0.9452
C -1.0112 4.8630 -1.4934
C 0.2732 4.5614 -1.0663
C 0.9780 3.4668 -1.5600
C 2.3447 3.1712 -1.0139
C 0.3855 2.6408 -2.5249
Se 1.3339 1.1189 -3.2223
C -0.9136 2.9335 -2.9687
C -1.6031 2.0653 -3.9844
C -1.5862 4.0334 -2.4465
H -1.2185 6.5056 -0.1170
H -2.7487 5.7579 -0.5787
H -1.9107 6.8158 -1.7099
H 0.7414 5.1869 -0.3107
H 2.6390 3.9313 -0.2861
H 3.0883 3.1305 -1.8117
H 2.3480 2.1901 -0.5348
H -1.7224 1.0432 -3.6167
H -1.0098 1.9868 -4.8970
H -2.5883 2.4689 -4.2270
H -2.5955 4.2407 -2.7926